The following is a DFT calculation (ωB97M-V/def2-TZVPD) of a 6-piece molecular cluster, C31H65F3N2O13P overall in a non-equilibrium geometry.

## Properties
HOMO-LUMO gap	6.6	eV
total charge	+1
E_tot	-2948.205927	a.u.
LUMO energy	-3.737	eV
2S+1	1

Each line ends with the Mulliken charge.
Positions of all 115 atoms, in Å:
C  4.410279  -3.884134  0.671154  -0.434
C  4.720211  -3.227177  -0.528128  -0.686
C  3.697110  -3.365791  -1.654867  0.298
N  2.622511  -2.536313  -2.018692  0.030
C  1.973971  -3.113932  -3.071132  0.299
C  0.713754  -2.614532  -3.828320  -0.085
C  0.249959  -1.203160  -3.294859  0.331
O  -0.905928  -1.080407  -3.076067  -0.518
O  1.170958  -0.183937  -3.138428  -0.558
N  2.612685  -4.259996  -3.395097  0.161
C  2.196667  -5.198932  -4.477104  -0.938
C  1.008750  -6.060601  -3.864692  -0.371
C  0.684970  -7.320185  -4.695909  0.782
F  -0.477359  -7.849857  -4.171492  -0.266
F  1.621065  -8.293866  -4.613715  -0.242
F  0.400737  -7.048185  -6.001278  -0.250
C  3.718155  -4.489635  -2.547748  0.105
P  4.904493  -5.959362  -2.625533  0.074
C  6.281156  -5.469575  -3.808230  -1.008
O  5.499901  -6.130002  -1.066855  -0.434
H  3.556445  -3.472867  1.281838  0.280
H  4.942717  -4.791636  1.033620  0.217
H  5.669936  -2.655115  -0.593812  0.351
H  2.379093  -1.660805  -1.557491  0.361
H  0.979005  -2.579048  -4.918698  0.270
H  -0.127815  -3.341734  -3.719724  0.066
H  2.016377  -0.527080  -3.491740  0.459
H  1.913992  -4.670232  -5.413008  0.298
H  3.078031  -5.858384  -4.652339  0.427
H  1.344857  -6.335818  -2.831854  0.386
H  0.116764  -5.407008  -3.751080  0.176
H  6.963534  -6.334501  -3.998074  0.359
H  5.776872  -5.164814  -4.765675  0.315
H  6.853584  -4.566818  -3.466286  0.351
H  6.350847  -5.647064  -1.052166  0.323
C  -1.073921  5.178686  -2.827919  -0.744
O  -1.454647  4.396465  -1.706992  -0.381
C  -2.863282  4.201165  -1.631926  -0.484
C  -3.252923  2.809503  -2.096740  -0.469
O  -3.033086  2.648221  -3.493643  -0.411
C  -1.861876  1.900599  -3.775354  -0.722
H  0.011652  5.133138  -2.918498  0.245
H  -1.515464  4.801699  -3.753439  0.311
H  -1.367915  6.221564  -2.674418  0.336
H  -3.395081  4.965876  -2.206474  0.323
H  -3.145235  4.312980  -0.580385  0.373
H  -4.323961  2.667256  -1.925468  0.403
H  -2.715650  2.044787  -1.526256  0.256
H  -2.017473  0.850975  -3.514506  0.373
H  -0.994176  2.291510  -3.236755  0.323
H  -1.666316  1.967236  -4.846999  0.266
C  1.463831  -3.646894  4.046175  -0.825
O  1.483149  -2.926288  2.820229  -0.347
C  0.340437  -3.197524  2.015032  -0.260
C  -0.666655  -2.061982  2.080939  -0.640
O  -1.260022  -1.973626  3.365699  -0.379
C  -0.725723  -0.909535  4.143888  -0.661
H  2.261604  -3.258255  4.678760  0.259
H  0.514609  -3.525090  4.571039  0.374
H  1.651859  -4.708906  3.859413  0.329
H  -0.123402  -4.145967  2.302822  0.375
H  0.694440  -3.295007  0.980963  0.200
H  -1.474362  -2.265599  1.370452  0.389
H  -0.201016  -1.111438  1.798972  0.360
H  -1.065235  0.050482  3.744238  0.330
H  0.366433  -0.935923  4.167789  0.294
H  -1.098914  -1.011224  5.162073  0.213
C  -2.402945  0.950839  10.131600  -0.642
O  -2.681280  2.235288  9.598301  -0.375
C  -1.705097  2.657268  8.653028  -0.531
C  -2.215693  2.514312  7.230642  -0.364
O  -2.365568  1.144342  6.868037  -0.251
C  -3.720670  0.722973  6.892331  -0.830
H  -3.274070  0.625355  10.700163  0.246
H  -2.209395  0.218601  9.343979  0.234
H  -1.544096  1.004063  10.808324  0.320
H  -0.767718  2.107400  8.787011  0.325
H  -1.506564  3.715308  8.850471  0.331
H  -1.478270  2.944790  6.546434  0.253
H  -3.155595  3.058396  7.097783  0.345
H  -4.267100  1.171927  6.056868  0.321
H  -4.207171  0.983723  7.834835  0.378
H  -3.740776  -0.361029  6.777142  0.242
C  -0.131757  -0.726291  -6.402516  -0.991
O  0.363054  -1.527202  -7.461823  -0.409
C  -0.667732  -1.936442  -8.362827  -0.445
C  -0.640930  -1.117747  -9.640547  -0.583
O  -1.015609  0.231596  -9.396272  -0.364
C  0.097392  1.112586  -9.372166  -0.686
H  0.723087  -0.307603  -5.867233  0.313
H  -0.747585  0.097890  -6.767099  0.530
H  -0.711312  -1.345261  -5.710864  0.396
H  -1.650257  -1.877428  -7.884463  0.326
H  -0.476321  -2.984665  -8.611337  0.400
H  -1.374769  -1.530738  -10.338274  0.380
H  0.343417  -1.170318  -10.116428  0.331
H  0.496669  1.238470  -10.382859  0.338
H  0.884849  0.750594  -8.706125  0.270
H  -0.246193  2.081965  -9.012083  0.247
C  -3.000930  7.648392  7.011962  -0.793
O  -2.522951  6.592568  6.192002  -0.293
C  -2.070275  7.051760  4.923456  -0.462
C  -0.553918  7.105077  4.864399  -0.467
O  -0.037070  8.119306  5.716967  -0.378
C  0.501387  7.596970  6.920980  -0.611
H  -3.157324  7.252290  8.015399  0.239
H  -2.284471  8.470741  7.071417  0.361
H  -3.957778  8.016405  6.628783  0.296
H  -2.503505  8.027859  4.683790  0.353
H  -2.426457  6.333000  4.178375  0.329
H  -0.249443  7.361427  3.845070  0.369
H  -0.120941  6.129915  5.110633  0.277
H  1.437916  7.069070  6.714022  0.322
H  -0.200800  6.923354  7.418186  0.210
H  0.714457  8.432650  7.587148  0.250

Forces on atoms 1 to 2 (eV/Å):
-0.4804 0.7874 -0.5402
-0.7335 -0.2642 0.8770